No. 1
Formula: C32H48N3O3SSbSi3Sn
Source: the Open Molecules 2025 dataset
Level of theory: ωB97M-V with the def2-TZVPD basis set

Results
Frontier orbital gap ... 7.819 eV
2S+1 ... 1
Relative energy (zero: lowest compared OMol25 entry of this formula, charge and spin) ... 44.24 kJ/mol
Net charge ... +2
DFT total energy ... -91405.0192 eV

Geometry (Å):
1 Sn 0.88169 -0.63566 2.30461
2 S 0.52031 -0.32994 4.76190
3 C 2.23750 0.05595 4.70722
4 C 3.04700 0.19043 5.83219
5 C 4.38400 0.48669 5.64957
6 C 4.89923 0.63630 4.36116
7 C 4.04256 0.48874 3.29814
8 N 2.73750 0.21212 3.47132
9 H 2.61726 0.06671 6.81722
10 H 5.03391 0.60218 6.50857
11 H 5.94338 0.86122 4.19195
12 H 4.38330 0.59876 2.27592
13 C -0.74234 -3.90610 2.81358
14 Si -1.96431 -2.85987 1.89151
15 C -2.51091 -1.49232 3.01562
16 C -3.39724 -3.89563 1.32540
17 Sb -1.32276 -2.29245 -0.57101
18 Si -3.25950 2.44113 0.09059
19 C -3.54757 3.76097 -1.15291
20 C -3.58430 2.97357 1.82293
21 C -4.09810 0.88717 -0.41360
22 Si 0.57953 -4.04316 -0.78208
23 C 1.94295 -3.78373 0.44199
24 C 1.26752 -3.79754 -2.48689
25 C -0.22790 -5.70474 -0.63356
26 H -1.28871 -4.41899 3.61366
27 H 0.03566 -3.31385 3.29818
28 H -0.26746 -4.66568 2.19335
29 H -2.86428 -1.97088 3.93638
30 H -3.32656 -0.89556 2.61343
31 H -1.71238 -0.80718 3.29467
32 H -3.81645 -4.42177 2.19092
33 H -3.10562 -4.65740 0.59095
34 H -4.18920 -3.28361 0.88298
35 H -3.22116 3.43524 -2.13843
36 H -3.02734 4.68991 -0.90045
37 H -4.61738 3.99365 -1.21018
38 H -3.44718 4.05383 1.92929
39 H -2.91731 2.47647 2.53506
40 H -4.61153 2.73936 2.11720
41 H -3.99286 0.73788 -1.49180
42 H -5.16721 0.93000 -0.18008
43 H -3.67193 0.02347 0.09443
44 H 2.48909 -2.86440 0.21310
45 H 2.64409 -4.62230 0.36143
46 H 1.59263 -3.74093 1.47133
47 H 1.63733 -2.77650 -2.63168
48 H 0.51904 -4.01253 -3.25518
49 H 2.10836 -4.48148 -2.64364
50 H -0.71847 -5.85384 0.33269
51 H 0.51627 -6.50002 -0.75681
52 H -0.98166 -5.83226 -1.41814
53 O -1.54877 2.14744 0.01874
54 C -0.61412 2.06404 0.92801
55 O -0.45973 1.07245 1.64981
56 C 0.29902 3.22663 1.05006
57 C 1.44168 3.12152 1.84398
58 C 2.27679 4.21011 2.01112
59 C 1.96766 5.41704 1.39507
60 C 0.83251 5.53015 0.60276
61 C 0.00138 4.43505 0.42560
62 H 1.66759 2.19083 2.34251
63 H 3.16089 4.12823 2.63147
64 H 2.61064 6.27540 1.54129
65 H 0.59186 6.47337 0.13031
66 H -0.88526 4.52148 -0.18932
67 C 1.73251 1.13875 -4.74644
68 N 1.70653 0.76208 -3.33204
69 N 0.67224 0.04755 -2.76579
70 C 1.00427 -0.24254 -1.47309
71 O 0.25370 -0.85207 -0.62149
72 C 2.28954 0.28782 -1.25581
73 C 2.67900 0.90357 -2.42767
74 C 3.95626 1.58942 -2.76694
75 C -0.57439 -0.10781 -3.45705
76 C -0.96688 -1.37444 -3.84855
77 C -2.14520 -1.52838 -4.56449
78 C -2.89246 -0.41491 -4.91928
79 C -2.48299 0.85627 -4.52725
80 C -1.32780 1.01373 -3.77583
81 H 1.01461 0.53747 -5.29276
82 H 2.72513 0.93940 -5.14114
83 H 1.49044 2.19098 -4.87788
84 H 2.85032 0.22865 -0.33930
85 H 4.53392 1.75917 -1.86299
86 H 3.77823 2.54929 -3.25318
87 H 4.55568 0.97632 -3.44325
88 H -0.33612 -2.22633 -3.63108
89 H -2.46347 -2.51828 -4.86749
90 H -3.78879 -0.53481 -5.51483
91 H -3.05960 1.72645 -4.81529
92 H -1.00727 1.99752 -3.44446

Here are the Mulliken charges for atoms 1 to 8, given in e:
1. Sn 0.453
2. S -0.481
3. C 0.741
4. C -0.729
5. C -0.233
6. C -0.840
7. C -0.407
8. N -0.125

---

No. 2
Formula: C32H48N6O10
Source: the Open Molecules 2025 dataset
Level of theory: ωB97M-V with the def2-TZVPD basis set

Results
Frontier orbital gap ... 10.452 eV
2S+1 ... 1
DFT total energy ... -63376.2798 eV
Structure (SMILES) ... O=C1CCCO1.O=C1CCCO1.O=C1CCCO1.O=C1CCCO1.O=C1CCCO1.CC#N.CC#N.CC#N.CC#N.CC#N.CC#N

Geometry (Å):
1 C 1.78592 -2.63542 5.03235
2 C 2.77680 -1.68822 4.69176
3 N 3.54259 -0.91492 4.34742
4 H 2.21849 -3.55876 5.42166
5 H 1.26278 -2.88009 4.11322
6 H 1.01001 -2.28093 5.79318
7 C 5.79003 2.44771 -0.98630
8 C 5.09431 2.91104 -2.22710
9 N 4.62485 3.49620 -3.12627
10 H 5.17199 1.72004 -0.50099
11 H 5.94468 3.36888 -0.41448
12 H 6.67803 1.96862 -1.26810
13 C 1.39278 1.86500 4.28069
14 C 0.98810 3.02395 3.60063
15 N 0.65891 4.02552 3.19320
16 H 2.51894 1.80893 4.38416
17 H 1.07198 0.89504 3.87723
18 H 1.00763 2.02498 5.29508
19 C -2.05902 -5.40113 1.61437
20 C -2.95526 -4.64448 2.47765
21 N -3.78942 -4.10320 3.05860
22 H -2.68709 -5.77961 0.83389
23 H -1.68928 -6.22088 2.19358
24 H -1.23908 -4.78266 1.28324
25 C 1.72432 0.46262 -4.11989
26 C 2.91163 0.22450 -3.28555
27 N 3.79387 0.08562 -2.54835
28 H 1.07968 -0.41174 -4.01728
29 H 2.06286 0.50672 -5.19887
30 H 1.26489 1.42169 -3.79944
31 C -2.59128 4.01323 -0.39952
32 C -2.19231 2.90688 0.43729
33 N -1.89863 2.02716 1.15869
34 H -3.38099 3.69186 -1.09912
35 H -1.65894 4.32621 -0.94113
36 H -2.96215 4.82248 0.17369
37 O -1.99971 -5.36654 -1.39090
38 C -1.06308 -4.96462 -2.07042
39 O -1.16870 -4.82643 -3.39784
40 C -0.00809 -4.15430 -3.95687
41 C 0.76017 -3.63696 -2.75853
42 C 0.20777 -4.45075 -1.60252
43 H -0.45246 -3.34573 -4.53140
44 H 0.53561 -4.93857 -4.54120
45 H 0.71859 -2.55870 -2.57111
46 H 1.83322 -3.85309 -2.92675
47 H 0.00202 -3.90349 -0.67873
48 H 0.82193 -5.33042 -1.38320
49 O -0.79232 4.15189 -3.18821
50 C 0.22903 4.55603 -2.74695
51 O 0.56407 4.25065 -1.44707
52 C 1.84589 4.83438 -1.21949
53 C 1.98486 5.94011 -2.20624
54 C 1.34126 5.28183 -3.33607
55 H 2.61998 4.09097 -1.46623
56 H 1.93308 4.95743 -0.18673
57 H 2.90327 6.37077 -2.41652
58 H 1.39081 6.79590 -1.83360
59 H 2.10307 4.64740 -3.89562
60 H 0.96529 6.02697 -4.03625
61 O -0.40316 -0.65874 3.21787
62 C -1.47585 -0.23493 3.56641
63 O -1.65513 0.71951 4.55351
64 C -2.95166 1.36402 4.42772
65 C -3.69335 0.77606 3.25227
66 C -2.84137 -0.45344 2.83476
67 H -2.65063 2.42924 4.38954
68 H -3.42680 1.18576 5.40106
69 H -3.64090 1.50715 2.44268
70 H -4.70311 0.44809 3.46867
71 H -2.68622 -0.43676 1.75547
72 H -3.15340 -1.39487 3.24563
73 O -2.74020 -1.89081 -4.22150
74 C -2.99574 -1.90404 -3.04817
75 O -2.00341 -1.34025 -2.14355
76 C -2.43097 -1.63838 -0.80971
77 C -3.94996 -1.91984 -0.83934
78 C -4.06502 -2.58592 -2.19114
79 H -2.08162 -0.90758 -0.11080
80 H -1.98627 -2.68434 -0.52319
81 H -4.55138 -0.95146 -0.81199
82 H -4.23782 -2.46651 0.09228
83 H -5.02453 -2.27670 -2.70165
84 H -3.85102 -3.66100 -2.17864
85 O 2.75807 -2.32975 -0.24042
86 C 2.11265 -1.34227 -0.09952
87 O 0.93838 -1.02741 -0.70405
88 C 0.31014 0.15199 -0.06584
89 C 1.51876 0.96810 0.36332
90 C 2.46978 -0.17270 0.80694
91 H -0.24000 -0.10845 0.84189
92 H -0.38043 0.57069 -0.76905
93 H 1.25040 1.64222 1.20987
94 H 1.93110 1.48237 -0.49117
95 H 2.47915 -0.44203 1.87982
96 H 3.50335 0.26546 0.65930

Here are the Mulliken charges for atoms 1 to 8, given in e:
1. C -0.670
2. C 0.498
3. N -0.477
4. H 0.384
5. H 0.096
6. H 0.230
7. C -0.565
8. C 0.539

---

No. 3
Formula: C32H48O16
Source: the Open Molecules 2025 dataset
Level of theory: ωB97M-V with the def2-TZVPD basis set

Results
Frontier orbital gap ... 9.954 eV
2S+1 ... 1
Relative energy (zero: lowest compared OMol25 entry of this formula, charge and spin) ... 26.18 kJ/mol
DFT total energy ... -66724.0404 eV
Structure (SMILES) ... O=C1CCCO1.O=C1CCCO1.O=C1CCCO1.O=C1CCCO1.O=C1CCCO1.O=C1CCCO1.O=C1CCCO1.O=C1CCCO1

Geometry (Å):
1 O -6.83826 15.02750 2.38003
2 C -6.63046 15.76825 3.30431
3 O -5.41560 16.31729 3.48854
4 C -5.33845 17.00755 4.74117
5 C -6.79499 17.37332 5.05535
6 C -7.59052 16.24089 4.36521
7 H -4.80474 17.94951 4.63042
8 H -4.88607 16.31261 5.44791
9 H -7.11971 18.30703 4.59905
10 H -6.97944 17.43916 6.12674
11 H -8.52261 16.57298 3.91387
12 H -7.87196 15.43193 5.04167
13 O -4.18153 12.68666 5.66673
14 C -4.22660 13.00782 4.50427
15 O -3.49092 13.98507 3.97123
16 C -3.42611 13.91021 2.54195
17 C -4.49132 12.87374 2.14144
18 C -5.00998 12.30508 3.43991
19 H -2.42965 13.62792 2.20350
20 H -3.68770 14.90125 2.17021
21 H -4.03359 12.15381 1.46177
22 H -5.31211 13.29755 1.56142
23 H -4.71574 11.25053 3.51289
24 H -6.07767 12.28709 3.65171
25 O -4.10216 17.63623 -0.93099
26 C -3.07567 17.03161 -0.99582
27 O -2.56309 16.36180 0.06266
28 C -1.38930 15.63635 -0.29145
29 C -0.85339 16.33151 -1.55098
30 C -2.13868 16.88750 -2.17408
31 H -1.54988 14.56268 -0.44012
32 H -0.71590 15.67379 0.56454
33 H -0.40993 15.54533 -2.16016
34 H -0.18442 17.15120 -1.29916
35 H -2.46263 16.12558 -2.88391
36 H -1.99675 17.85186 -2.65189
37 O -1.30646 11.04113 0.64488
38 C -1.89748 10.27838 -0.05592
39 O -3.20892 10.02825 0.14140
40 C -3.74932 9.11564 -0.81328
41 C -2.53759 8.42929 -1.44361
42 C -1.35477 9.35622 -1.14882
43 H -4.29353 9.70654 -1.55536
44 H -4.41888 8.40623 -0.33535
45 H -2.66791 8.15639 -2.48573
46 H -2.39432 7.53343 -0.83408
47 H -1.00045 9.95715 -1.98428
48 H -0.52074 8.81465 -0.71039
49 O -9.08566 9.51020 -0.45692
50 C -8.43175 9.13339 0.46727
51 O -8.46081 7.85667 0.87560
52 C -7.47886 7.61803 1.87434
53 C -7.36637 8.99452 2.57309
54 C -7.51863 9.93459 1.36423
55 H -6.48910 7.34764 1.49046
56 H -7.81036 6.78139 2.48415
57 H -6.45827 9.09466 3.16536
58 H -8.22831 9.10681 3.23247
59 H -6.57387 10.20012 0.89280
60 H -8.03203 10.84308 1.67386
61 O -9.58547 11.63395 7.89406
62 C -8.61361 11.07830 7.47997
63 O -7.41455 11.68736 7.41121
64 C -6.41573 10.81479 6.86014
65 C -7.02098 9.42203 6.82094
66 C -8.52389 9.69649 6.90037
67 H -5.47820 10.87713 7.40233
68 H -6.21795 11.15711 5.84390
69 H -6.67515 8.82795 7.67014
70 H -6.79395 8.80179 5.95389
71 H -9.01371 9.01658 7.59915
72 H -9.04773 9.61391 5.94992
73 O -2.59453 16.38748 7.71562
74 C -1.96956 15.38431 7.92550
75 O -1.75859 14.89627 9.15188
76 C -0.98647 13.68098 9.10136
77 C -1.12517 13.19279 7.66263
78 C -1.34234 14.47815 6.87631
79 H -1.48795 13.00417 9.79394
80 H 0.03578 13.83302 9.44778
81 H -2.03221 12.59118 7.59146
82 H -0.26641 12.59849 7.35596
83 H -2.05531 14.34088 6.06491
84 H -0.41841 14.85575 6.43713
85 O -1.22866 18.73662 1.29438
86 C -1.25155 18.27930 2.39287
87 O -1.01919 16.96348 2.62752
88 C -1.21627 16.72115 4.01849
89 C -0.92131 18.00661 4.74765
90 C -1.48853 19.01003 3.70298
91 H -0.59014 15.88113 4.32889
92 H -2.21994 16.31284 4.17522
93 H 0.14048 18.21659 4.86905
94 H -1.40811 18.02886 5.72061
95 H -0.98636 19.96902 3.61670
96 H -2.55885 19.13484 3.86493

Here are the Mulliken charges for atoms 1 to 8, given in e:
1. O -0.613
2. C 0.486
3. O -0.131
4. C 0.046
5. C -0.724
6. C -0.521
7. H -0.012
8. H 0.223